(1)
8 unconnected molecules or ions with the total composition C12H40O12 in a non-equilibrium geometry, computed with wB97M-V/def2-TZVPD.

Geometry as XYZ:
```
64
Properties=species:S:1:pos:R:3:nbo_charge:R:1
O -2.880 1.233 -5.555 -0.72
C -1.536 1.334 -5.940 -0.07
C -0.617 0.444 -5.123 -0.08
O -0.943 0.736 -3.800 -0.76
H -2.895 1.114 -4.588 0.48
H -1.414 1.001 -6.951 0.17
H -1.180 2.399 -5.949 0.15
H 0.472 0.555 -5.364 0.16
H -0.885 -0.614 -5.352 0.15
H -0.621 0.044 -3.175 0.51
O 2.592 -4.902 0.335 -0.72
C 1.423 -4.192 0.122 -0.07
C 0.660 -4.914 -0.931 -0.08
O -0.518 -4.164 -1.206 -0.75
H 3.084 -4.617 1.072 0.48
H 0.791 -4.207 1.019 0.16
H 1.613 -3.129 -0.244 0.16
H 0.354 -5.859 -0.506 0.18
H 1.326 -4.957 -1.751 0.17
H -1.104 -4.675 -1.775 0.49
O 3.430 1.570 2.711 -0.74
C 2.804 2.387 1.696 -0.09
C 3.091 1.871 0.315 -0.10
O 4.490 1.562 0.320 -0.74
H 4.212 1.203 2.284 0.49
H 1.776 2.310 1.924 0.21
H 3.120 3.473 1.719 0.17
H 2.844 2.544 -0.531 0.18
H 2.450 1.010 0.186 0.16
H 4.654 0.960 -0.391 0.48
O -0.760 1.435 0.795 -0.77
C -1.262 0.579 -0.236 -0.09
C -0.348 -0.596 -0.291 -0.08
O -0.575 -1.304 -1.485 -0.79
H -1.278 1.183 1.573 0.51
H -2.325 0.335 -0.061 0.17
H -1.185 1.140 -1.157 0.18
H -0.557 -1.195 0.588 0.17
H 0.707 -0.261 -0.242 0.16
H -0.644 -2.283 -1.380 0.52
C -1.730 1.426 4.635 -0.24
O -1.299 0.809 3.426 -0.78
H -2.736 1.652 4.389 0.18
H -1.707 0.805 5.510 0.16
H -1.086 2.259 4.768 0.18
H -0.419 0.449 3.596 0.50
C 2.374 -1.005 4.078 -0.24
O 1.549 0.107 3.919 -0.77
H 2.208 -1.721 3.268 0.15
H 3.457 -0.707 4.111 0.17
H 2.089 -1.446 5.037 0.18
H 1.944 0.707 3.259 0.50
C -0.333 5.217 0.881 -0.25
O -0.152 3.928 1.584 -0.76
H 0.163 5.272 -0.107 0.16
H -1.378 5.410 0.663 0.16
H 0.035 5.900 1.597 0.19
H -0.537 3.207 1.112 0.49
C -3.799 -2.061 -1.413 -0.25
O -4.918 -2.745 -0.890 -0.72
H -3.575 -2.353 -2.470 0.16
H -3.928 -0.973 -1.467 0.16
H -2.900 -2.261 -0.817 0.18
H -5.687 -2.430 -1.341 0.46
```

As for the SMILES: OCCO.OCCO.OCCO.OCCO.CO.CO.CO.CO. The multiplicity is 1. The calculation puts the energy above the lowest of the compared OMol25 structures with the same formula, charge and spin at 0.1078 eV. The HOMO-LUMO gap comes out at 10.02 eV. For the HOMO energy, the calculation gives -9.83 eV.

(2)
2 unconnected molecules or ions with the total composition CH4OS3 in a non-equilibrium geometry, computed with wB97M-V/def2-TZVPD.

Geometry as XYZ:
```
9
Properties=species:S:1:pos:R:3:nbo_charge:R:1
C -0.866 2.141 0.084 -0.67
O 0.993 -2.412 0.527 -0.82
S 2.443 -3.418 -1.566 -0.21
S -1.112 0.257 -0.059 -0.12
S 1.366 -3.738 -0.045 1.03
H 0.134 2.321 -0.022 0.21
H -1.280 2.475 1.020 0.21
H -1.490 2.669 -0.716 0.23
H -0.188 -0.293 0.777 0.15
```

The multiplicity is 1. The calculation puts the energy above the lowest of the compared OMol25 structures with the same formula, charge and spin at 0.9044 eV. The HOMO-LUMO gap comes out at 6.64 eV. For the HOMO energy, the calculation gives -8.79 eV.

(3)
A molecular structure, C6H12O, computed with wB97M-V/def2-TZVPD.

Geometry as XYZ:
```
19
Properties=species:S:1:pos:R:3:nbo_charge:R:1
C 2.335 -0.349 0.034 -0.59
C 1.564 0.873 -0.473 -0.42
C 0.159 0.893 0.075 -0.20
C -0.977 0.519 -0.686 -0.14
C -2.135 0.053 -0.007 -0.52
C -1.406 -1.412 0.701 0.06
O -0.303 -1.119 1.290 -0.76
H 2.407 -0.336 1.124 0.22
H 1.812 -1.270 -0.231 0.23
H 3.344 -0.354 -0.392 0.20
H 2.090 1.790 -0.184 0.21
H 1.521 0.859 -1.570 0.20
H -0.009 1.092 1.130 0.27
H -0.541 1.800 -0.508 0.31
H -0.813 0.309 -1.743 0.23
H -3.010 -0.152 -0.624 0.22
H -2.389 0.604 0.899 0.23
H -2.275 -1.692 1.334 0.14
H -1.373 -2.110 -0.168 0.10
```

The multiplicity is 1. The calculation puts the energy above the lowest of the compared OMol25 structures with the same formula, charge and spin at 4.3479 eV. The HOMO-LUMO gap comes out at 8.64 eV. For the HOMO energy, the calculation gives -7.98 eV.